(1)
ORCA calculation (the ωB97M-V functional and the def2-TZVPD basis) on C34H54Cl2GeIrN2Si4 as an isolated structure.

Calculated values
Relative energy (zero: lowest compared OMol25 entry of this formula, charge and spin): 69.3 kJ/mol
⟨S²⟩: 6.0587
Multiplicity: 5
Total energy: -155019.013 eV
Net charge: +1

Positions of all 98 atoms, in Å:
1 Ir 1.080 -0.143 -0.616
2 C -0.108 -0.104 -2.306
3 Si -1.264 1.329 -2.019
4 C -0.071 2.678 -1.397
5 N 1.138 2.114 -0.695
6 C 2.372 2.355 -1.504
7 C 2.660 3.840 -1.757
8 C 2.214 4.704 -0.571
9 C 2.289 3.888 0.714
10 C 1.340 2.684 0.680
11 C -2.085 1.959 -3.575
12 C -3.450 2.240 -3.660
13 C -4.012 2.718 -4.836
14 C -3.214 2.927 -5.951
15 C -1.853 2.658 -5.890
16 C -1.300 2.180 -4.712
17 C -2.544 0.847 -0.736
18 C -3.433 1.931 -0.205
19 C -4.333 1.707 0.755
20 C -4.559 0.441 1.460
21 C -4.246 -0.821 1.127
22 C -3.636 -1.385 -0.117
23 H 0.595 0.175 -3.110
24 H -0.601 -1.020 -2.635
25 H -0.567 3.399 -0.744
26 H 0.256 3.256 -2.266
27 H 2.271 1.813 -2.447
28 H 3.194 1.898 -0.951
29 H 2.193 4.180 -2.682
30 H 3.737 3.936 -1.907
31 H 1.193 5.060 -0.723
32 H 2.840 5.592 -0.497
33 H 2.040 4.500 1.582
34 H 3.315 3.540 0.864
35 H 0.357 2.957 1.054
36 H 1.735 1.891 1.315
37 H -4.094 2.089 -2.799
38 H -5.073 2.928 -4.881
39 H -3.652 3.300 -6.869
40 H -1.227 2.818 -6.759
41 H -0.234 1.967 -4.685
42 H -3.359 2.938 -0.610
43 H -4.935 2.541 1.099
44 H -5.083 0.554 2.405
45 H -4.546 -1.574 1.854
46 H -4.359 -2.126 -0.501
47 C -1.348 1.400 2.741
48 Si -0.451 -0.199 3.132
49 C 1.257 0.103 3.826
50 C -1.586 -1.149 4.269
51 Ge -0.215 -1.378 0.977
52 Si -2.183 -2.566 0.221
53 C -3.367 -0.376 -1.228
54 C -1.821 -3.522 -1.351
55 C -2.745 -3.756 1.560
56 Si 1.214 -3.326 1.933
57 C 2.964 -2.828 2.309
58 C 0.440 -4.122 3.424
59 C 1.123 -4.450 0.445
60 H -0.941 2.184 3.387
61 H -2.407 1.272 2.977
62 H -1.296 1.744 1.710
63 H 1.265 1.036 4.399
64 H 2.005 0.194 3.035
65 H 1.563 -0.700 4.501
66 H -1.726 -0.537 5.168
67 H -1.244 -2.126 4.584
68 H -2.567 -1.250 3.796
69 H -2.874 -0.886 -2.064
70 H -1.938 0.507 0.120
71 H -4.313 -0.007 -1.628
72 H -1.200 -2.967 -2.053
73 H -2.760 -3.769 -1.854
74 H -1.312 -4.462 -1.128
75 H -2.846 -3.277 2.537
76 H -2.067 -4.606 1.665
77 H -3.726 -4.157 1.285
78 H 3.063 -1.876 2.828
79 H 3.584 -2.807 1.411
80 H 3.355 -3.612 2.969
81 H 0.614 -3.552 4.336
82 H 0.962 -5.081 3.536
83 H -0.623 -4.335 3.319
84 H 1.211 -3.920 -0.505
85 H 0.202 -5.035 0.446
86 H 1.968 -5.146 0.515
87 Cl 4.777 0.807 2.256
88 C 5.029 -0.305 0.959
89 C 6.290 -0.805 0.716
90 C 6.489 -1.700 -0.330
91 C 5.427 -2.095 -1.140
92 C 4.175 -1.582 -0.891
93 Cl 2.832 -2.089 -1.878
94 C 3.909 -0.671 0.164
95 N 2.688 -0.199 0.424
96 H 7.114 -0.495 1.343
97 H 7.479 -2.093 -0.518
98 H 5.577 -2.793 -1.952



(2)
ORCA calculation (the ωB97M-V functional and the def2-TZVPD basis) on C34H54CoN4P2Si2 as an isolated structure at a distorted geometry.

Calculated values
Relative energy (zero: lowest compared OMol25 entry of this formula, charge and spin): 58.6 kJ/mol
⟨S²⟩: 3.7771
Multiplicity: 4
Total energy: -114050.720 eV
Net charge: 0

Positions of all 97 atoms, in Å:
1 Co 0.235 0.132 1.264
2 C -1.592 1.499 -5.287
3 C -1.739 0.189 -5.085
4 C -0.811 -0.840 -5.626
5 C 0.706 -0.481 -5.611
6 C 1.249 0.256 -4.423
7 C 1.189 1.583 -4.253
8 C 0.825 2.453 -5.426
9 C -0.513 2.123 -6.132
10 C 1.731 0.817 2.382
11 H -2.350 2.208 -4.934
12 H -2.662 -0.204 -4.661
13 H -1.057 -1.080 -6.679
14 H -0.955 -1.777 -5.069
15 H 1.240 -1.445 -5.634
16 H 0.949 0.008 -6.570
17 H 1.936 -0.346 -3.818
18 H 1.531 2.089 -3.345
19 H 1.598 2.369 -6.220
20 H 0.813 3.508 -5.114
21 H -0.906 3.084 -6.499
22 H -0.314 1.523 -7.037
23 H 1.258 1.485 3.123
24 H 2.478 1.371 1.791
25 H 2.266 0.031 2.927
26 P 1.799 -0.419 -0.171
27 P -1.055 -0.986 -0.088
28 N 2.844 0.852 -0.905
29 N 3.054 -1.528 0.367
30 N -1.604 0.421 -1.033
31 N -2.575 -1.786 0.223
32 C 1.148 -1.287 -1.617
33 C -0.206 -1.957 -1.365
34 C 2.736 2.204 -0.580
35 C 3.829 2.885 -1.103
36 C 4.619 1.930 -1.823
37 C 3.984 0.700 -1.700
38 C 3.968 -1.211 1.379
39 C 4.598 -2.380 1.782
40 C 4.085 -3.448 0.973
41 C 3.127 -2.903 0.131
42 C -1.301 1.737 -0.665
43 C -2.030 2.580 -1.497
44 C -2.786 1.776 -2.384
45 C -2.473 0.453 -2.106
46 C -3.741 -1.946 -0.540
47 C -4.612 -2.778 0.147
48 C -3.966 -3.165 1.362
49 C -2.726 -2.551 1.381
50 H 1.876 -2.008 -2.010
51 H 1.001 -0.507 -2.371
52 H -0.822 -1.998 -2.278
53 H -0.106 -2.989 -0.991
54 H 1.899 2.568 -0.008
55 H 4.027 3.937 -0.980
56 H 5.545 2.133 -2.349
57 H 4.264 -0.269 -2.103
58 H 4.108 -0.188 1.699
59 H 5.317 -2.448 2.583
60 H 4.377 -4.490 1.014
61 H 2.515 -3.362 -0.633
62 H -0.607 1.959 0.153
63 H -2.011 3.661 -1.476
64 H -3.442 2.114 -3.167
65 H -2.765 -0.450 -2.621
66 H -3.877 -1.434 -1.473
67 H -5.596 -3.077 -0.181
68 H -4.346 -3.820 2.133
69 H -1.953 -2.568 2.135
70 C -0.297 2.122 5.303
71 Si -1.413 1.697 3.842
72 C -3.128 1.476 4.592
73 C -1.442 3.205 2.739
74 C -1.005 0.098 2.828
75 Si -0.418 -1.302 3.987
76 C -1.938 -1.987 4.869
77 C 0.453 -2.697 3.091
78 C 0.759 -0.838 5.378
79 H -0.398 3.201 5.500
80 H 0.766 1.915 5.146
81 H -0.622 1.597 6.211
82 H -3.507 2.471 4.870
83 H -3.831 1.034 3.873
84 H -3.121 0.851 5.495
85 H -0.447 3.461 2.340
86 H -2.123 3.068 1.882
87 H -1.792 4.073 3.327
88 H -1.984 -0.246 2.422
89 H -2.788 -2.140 4.193
90 H -1.675 -2.960 5.310
91 H -2.266 -1.319 5.679
92 H 1.360 -2.328 2.597
93 H 0.746 -3.436 3.854
94 H -0.156 -3.210 2.338
95 H 1.584 -0.193 5.057
96 H 0.256 -0.354 6.224
97 H 1.206 -1.771 5.752



(3)
ORCA calculation (the ωB97M-V functional and the def2-TZVPD basis) on C34H54GeN2O3SSiTi as an isolated structure at a distorted geometry.

Calculated values
Multiplicity: 1
Total energy: -143591.308 eV
Net charge: +2

Positions of all 97 atoms, in Å:
1 Ti -0.412 0.494 0.294
2 C -3.555 2.789 1.257
3 C -3.911 1.314 1.325
4 C -4.717 1.025 2.585
5 C -4.695 0.855 0.114
6 O -2.655 0.525 1.339
7 Ge -2.036 -0.117 2.914
8 O -0.092 1.745 1.422
9 C 0.545 2.684 2.365
10 C 2.022 2.351 2.439
11 C -0.146 2.499 3.700
12 C 0.323 4.103 1.870
13 O -0.605 -0.846 1.960
14 C 0.349 -1.717 2.723
15 C -0.403 -2.966 3.158
16 C 1.515 -1.998 1.804
17 C 0.849 -0.980 3.955
18 H -4.467 3.388 1.213
19 H -2.999 3.093 2.147
20 H -2.954 3.010 0.378
21 H -5.694 1.500 2.504
22 H -4.884 -0.048 2.716
23 H -4.242 1.425 3.485
24 H -5.608 1.445 0.018
25 H -4.115 0.982 -0.797
26 H -4.977 -0.195 0.212
27 H 2.188 1.296 2.660
28 H 2.524 2.594 1.501
29 H 2.484 2.945 3.228
30 H -0.026 1.487 4.085
31 H 0.291 3.177 4.433
32 H -1.209 2.744 3.622
33 H 0.986 4.357 1.044
34 H -0.714 4.261 1.566
35 H 0.545 4.793 2.685
36 H -0.870 -3.486 2.327
37 H 0.290 -3.654 3.644
38 H -1.180 -2.721 3.889
39 H 1.236 -2.614 0.953
40 H 1.939 -1.061 1.433
41 H 2.311 -2.513 2.342
42 H 0.039 -0.700 4.631
43 H 1.509 -1.645 4.512
44 H 1.421 -0.091 3.689
45 C 1.299 0.748 -0.814
46 Si 2.000 -0.751 -1.711
47 C 0.566 -1.977 -1.758
48 N -0.611 -1.599 -0.914
49 C -1.604 -0.849 -1.712
50 C -2.655 -1.704 -2.404
51 C -3.517 -2.449 -1.372
52 C -2.716 -2.688 -0.081
53 C -1.249 -2.858 -0.423
54 C 3.431 -1.468 -0.779
55 C 3.765 -2.816 -0.953
56 C 4.856 -3.373 -0.298
57 C 5.635 -2.587 0.542
58 C 5.327 -1.243 0.719
59 C 4.234 -0.691 0.061
60 C 2.481 -0.313 -3.436
61 C 1.525 0.192 -4.327
62 C 1.862 0.515 -5.632
63 C 3.171 0.333 -6.067
64 C 4.131 -0.164 -5.199
65 C 3.790 -0.484 -3.889
66 H 1.063 1.479 -1.590
67 H 2.072 1.209 -0.194
68 H 0.944 -2.935 -1.394
69 H 0.233 -2.163 -2.786
70 H -1.062 -0.241 -2.432
71 H -2.159 -0.180 -1.020
72 H -2.139 -2.403 -3.067
73 H -3.269 -1.074 -3.050
74 H -3.845 -3.400 -1.790
75 H -4.419 -1.878 -1.157
76 H -3.068 -3.582 0.434
77 H -2.847 -1.854 0.607
78 H -1.168 -3.597 -1.226
79 H -0.658 -3.230 0.401
80 H 3.179 -3.446 -1.617
81 H 5.102 -4.417 -0.448
82 H 6.488 -3.019 1.050
83 H 5.943 -0.625 1.360
84 H 4.023 0.365 0.204
85 H 0.495 0.338 -4.002
86 H 1.112 0.900 -6.312
87 H 3.439 0.579 -7.086
88 H 5.149 -0.305 -5.541
89 H 4.551 -0.870 -3.219
90 S -2.327 3.474 -3.078
91 C -1.126 4.206 -2.113
92 C -0.662 3.316 -1.211
93 N -1.288 2.081 -1.237
94 C -2.194 2.053 -2.184
95 H -0.802 5.224 -2.277
96 H 0.127 3.497 -0.507
97 H -2.810 1.197 -2.413



(4)
ORCA calculation (the ωB97M-V functional and the def2-TZVPD basis) on C34H54N5PRuS as an isolated structure.

Calculated values
⟨S²⟩: 6.0445
Multiplicity: 5
Total energy: -66252.209 eV
Net charge: +4

Positions of all 96 atoms, in Å:
1 Ru 0.515 1.200 0.208
2 N 4.194 2.980 1.552
3 C 4.645 1.716 1.878
4 C 5.856 1.259 2.321
5 C 5.926 -0.118 2.541
6 C 4.799 -1.009 2.321
7 C 3.605 -0.549 1.875
8 C 3.507 0.850 1.635
9 N 2.469 1.593 1.210
10 C 2.915 2.885 1.164
11 C 2.041 3.931 0.743
12 C 2.252 5.289 0.750
13 S 0.884 6.095 0.185
14 C 0.085 4.598 -0.030
15 N 0.784 3.545 0.294
16 H 4.739 3.831 1.617
17 H 6.708 1.903 2.497
18 H 6.858 -0.547 2.892
19 H 4.938 -2.062 2.531
20 H 2.763 -1.210 1.718
21 H 3.130 5.840 1.060
22 H -0.922 4.554 -0.422
23 C -3.924 -0.670 -3.969
24 C -2.918 0.480 -4.200
25 C -2.051 0.748 -2.960
26 C -1.664 -0.609 -2.353
27 C -2.906 -1.272 -1.713
28 C -4.188 -0.898 -2.482
29 P -0.244 -0.583 -1.220
30 C -0.029 -2.114 -0.259
31 C -1.091 -2.452 0.794
32 C -0.469 -3.449 1.782
33 C 0.420 -4.488 1.060
34 C 0.014 -4.643 -0.403
35 C 0.215 -3.332 -1.189
36 C 1.346 -0.328 -2.102
37 C 1.586 -1.085 -3.438
38 C 1.485 -0.134 -4.630
39 C 2.530 0.994 -4.550
40 C 2.793 1.480 -3.102
41 C 1.536 1.189 -2.292
42 H -3.566 -1.594 -4.427
43 H -4.863 -0.438 -4.466
44 H -3.430 1.400 -4.479
45 H -2.259 0.231 -5.034
46 H -2.611 1.316 -2.210
47 H -1.189 1.351 -3.247
48 H -1.257 -1.244 -3.153
49 H -3.009 -0.954 -0.670
50 H -2.773 -2.355 -1.703
51 H -4.640 -0.005 -2.046
52 H -4.913 -1.700 -2.347
53 H 0.908 -1.911 0.285
54 H -1.954 -2.900 0.304
55 H -1.457 -1.564 1.313
56 H -1.264 -3.947 2.335
57 H 0.130 -2.907 2.526
58 H 0.346 -5.448 1.567
59 H 1.476 -4.204 1.116
60 H -1.028 -4.963 -0.467
61 H 0.600 -5.427 -0.881
62 H -0.469 -3.310 -2.041
63 H 1.228 -3.285 -1.593
64 H 2.090 -0.677 -1.372
65 H 0.906 -1.929 -3.545
66 H 2.589 -1.514 -3.404
67 H 0.474 0.279 -4.698
68 H 1.633 -0.703 -5.546
69 H 2.194 1.838 -5.152
70 H 3.473 0.663 -4.984
71 H 3.027 2.545 -3.101
72 H 3.643 0.958 -2.654
73 H 0.673 1.638 -2.780
74 H 1.637 1.730 -1.302
75 C -4.608 -0.009 3.411
76 C -3.541 1.004 3.792
77 N -2.184 0.585 3.329
78 C -1.491 -0.352 4.245
79 C -0.715 0.376 5.331
80 C -1.671 1.009 2.215
81 C -2.458 1.875 1.284
82 N -0.389 0.694 1.852
83 H -5.571 0.343 3.779
84 H -4.422 -0.983 3.861
85 H -4.687 -0.136 2.330
86 H -3.466 1.105 4.873
87 H -3.757 1.994 3.399
88 H -0.855 -1.018 3.659
89 H -2.269 -0.983 4.670
90 H 0.100 0.976 4.918
91 H -0.288 -0.354 6.018
92 H -1.359 1.034 5.912
93 H -3.484 1.526 1.188
94 H -2.012 1.868 0.286
95 H -2.480 2.904 1.649
96 H 0.130 0.163 2.542



(5)
ORCA calculation (the ωB97M-V functional and the def2-TZVPD basis) on a 9-piece molecular cluster, C34H54O5S5 overall at a distorted geometry.

Calculated values
⟨S²⟩: 0.7507
Multiplicity: 2
Total energy: -100540.945 eV
Net charge: -1

Positions of all 98 atoms, in Å:
1 C 14.134 -17.245 -3.539
2 S 14.838 -18.797 -4.170
3 O 16.128 -18.352 -4.870
4 C 15.278 -19.368 -2.488
5 H 13.324 -17.401 -2.827
6 H 13.730 -16.578 -4.300
7 H 14.867 -16.701 -2.943
8 H 15.992 -18.692 -2.016
9 H 15.724 -20.358 -2.579
10 H 14.406 -19.418 -1.836
11 C 7.471 -15.334 -7.406
12 S 5.911 -15.896 -6.823
13 O 6.173 -17.327 -6.279
14 C 5.833 -14.746 -5.385
15 H 7.307 -14.371 -7.890
16 H 7.823 -16.058 -8.140
17 H 8.146 -15.298 -6.551
18 H 6.687 -14.878 -4.721
19 H 4.978 -15.027 -4.769
20 H 5.875 -13.798 -5.921
21 C 14.806 -13.696 -2.856
22 S 13.153 -13.012 -2.995
23 O 13.471 -11.542 -2.768
24 C 13.020 -13.271 -4.812
25 H 14.821 -14.557 -3.525
26 H 15.032 -14.033 -1.845
27 H 15.588 -12.969 -3.077
28 H 13.216 -14.302 -5.105
29 H 13.702 -12.582 -5.311
30 H 12.007 -12.969 -5.080
31 C 8.911 -17.750 -5.443
32 S 10.506 -17.370 -4.767
33 O 10.941 -16.098 -5.503
34 C 10.032 -16.867 -3.008
35 H 8.699 -18.797 -5.228
36 H 8.859 -17.621 -6.524
37 H 8.175 -17.077 -5.005
38 H 9.430 -15.968 -3.137
39 H 10.963 -16.686 -2.470
40 H 9.424 -17.682 -2.615
41 C 9.854 -22.444 -6.465
42 S 10.734 -22.348 -8.147
43 O 9.570 -22.144 -9.119
44 C 11.280 -20.601 -7.825
45 H 9.409 -23.435 -6.384
46 H 9.092 -21.665 -6.438
47 H 10.584 -22.266 -5.676
48 H 10.581 -19.896 -7.377
49 H 11.537 -20.204 -8.807
50 H 12.248 -20.478 -7.339
51 C 13.467 -18.337 -10.033
52 C 14.487 -18.752 -9.218
53 C 14.408 -18.545 -7.824
54 C 13.448 -17.699 -7.340
55 C 12.408 -17.241 -8.173
56 C 12.460 -17.501 -9.509
57 H 13.377 -18.589 -11.080
58 H 15.278 -19.410 -9.546
59 H 15.201 -18.894 -7.180
60 H 13.247 -17.609 -6.283
61 H 11.593 -16.687 -7.730
62 H 11.655 -17.146 -10.136
63 C 7.311 -16.649 -1.016
64 C 6.243 -16.696 -1.941
65 C 5.439 -15.542 -2.065
66 C 5.742 -14.405 -1.285
67 C 6.787 -14.366 -0.353
68 C 7.532 -15.539 -0.247
69 H 7.762 -17.608 -0.808
70 H 5.896 -17.528 -2.536
71 H 4.580 -15.585 -2.718
72 H 5.137 -13.527 -1.456
73 H 6.924 -13.470 0.234
74 H 8.316 -15.673 0.485
75 C 7.322 -10.841 -4.116
76 C 7.361 -11.949 -3.226
77 C 8.079 -13.066 -3.625
78 C 8.718 -13.092 -4.856
79 C 8.620 -12.048 -5.703
80 C 7.912 -10.923 -5.347
81 H 6.763 -9.926 -3.984
82 H 6.763 -11.867 -2.330
83 H 8.142 -13.980 -3.053
84 H 9.234 -13.964 -5.229
85 H 9.021 -11.985 -6.703
86 H 7.768 -10.135 -6.072
87 C 8.039 -19.730 2.176
88 C 8.351 -18.742 3.093
89 C 9.476 -17.939 2.969
90 C 10.128 -17.930 1.715
91 C 9.704 -18.814 0.735
92 C 8.829 -19.789 1.025
93 H 7.273 -20.435 2.464
94 H 7.726 -18.770 3.974
95 H 9.741 -17.222 3.732
96 H 10.920 -17.212 1.564
97 H 10.112 -18.862 -0.264
98 H 8.473 -20.415 0.221